ORCA calculation (the ωB97M-V functional and the def2-TZVPD basis) on one molecule with the formula C3H7NO2.

Geometry as XYZ:
```
13
Properties=species:S:1:pos:R:3:forces:R:3
O 0.8389 1.3492 1.2134 0.2 -0.1 0.1
C -0.1471 0.4188 1.5594 -0.4 -0.3 0.3
C -0.8287 -0.3613 0.4351 -0.1 0.2 0.1
O -0.0888 -1.4846 -0.1134 0.1 0.1 -0.1
C 0.7962 -1.1351 -1.0476 0.1 0.4 -0.2
N 1.2231 0.0549 -1.1176 -0.3 -0.2 -0.2
H 1.3775 0.9398 0.5150 -0.2 0.2 -0.1
H 0.2245 -0.3112 2.2956 0.0 0.1 0.0
H -0.9447 0.9984 2.0398 0.0 -0.2 0.0
H -1.7397 -0.8192 0.8292 0.2 0.0 0.0
H -1.0824 0.3023 -0.3981 0.0 0.0 0.2
H 1.0563 -1.9591 -1.7184 -0.1 0.0 0.2
H 1.7442 0.2836 -1.9447 0.5 -0.3 -0.3
```
Positions in Å, forces in eV/Å.

The energy above the lowest of the compared OMol25 structures with the same formula, charge and spin comes out at 41.29 kcal/mol. As for the total charge: 0. The value obtained for the molar mass is 89.094 g mol⁻¹. The orbital gap is 0.3926 hartree. As for the lowest unoccupied orbital energy: 0.892 eV.

Here are the Löwdin charges for atoms 1 to 2, given in e: -0.085 -0.263

ORCA calculation (the ωB97M-V functional and the def2-TZVPD basis) on a 2-piece molecular cluster, C3H4NO2 overall at a distorted geometry.

Geometry as XYZ:
```
10
Properties=species:S:1:pos:R:3:forces:R:3
C 0.3179 -0.0899 0.0778 1.6 -1.0 -0.4
C 2.9099 -0.0415 0.3303 -1.2 -0.3 -0.1
C -2.0167 -0.0895 -0.0975 -0.4 -0.4 0.8
N -0.7587 -0.6933 0.3697 -0.6 0.3 0.4
O 3.3915 -1.0748 0.5087 0.6 -2.2 0.5
O 2.8328 1.0873 0.1302 0.1 2.8 -0.4
H 0.2728 0.7419 -0.7045 -0.5 0.3 0.4
H -1.7321 0.8880 -0.5085 -0.7 0.3 0.0
H -2.7555 -0.0230 0.7999 1.0 0.1 -1.6
H -2.4620 -0.7052 -0.9060 -0.1 0.2 0.4
```
Positions in Å, forces in eV/Å.

The energy above the lowest of the compared OMol25 structures with the same formula, charge and spin comes out at 64.46 kcal/mol. As for the total charge: -1. The value obtained for the molar mass is 86.070 g mol⁻¹. The orbital gap is 0.2150 hartree. As for the lowest unoccupied orbital energy: 4.040 eV.

Here are the Löwdin charges for atoms 1 to 2, given in e: -0.205 -0.604

ORCA calculation (the ωB97M-V functional and the def2-TZVPD basis) on one molecule with the formula C17H21NO4 at a distorted geometry.

Geometry as XYZ:
```
43
Properties=species:S:1:pos:R:3:forces:R:3
C 8.7563 0.5937 0.0778 -0.4 -0.1 0.0
C 7.4611 -0.1997 0.1547 0.3 -0.1 0.0
O 6.3931 0.7023 -0.0532 0.0 0.2 0.0
C 5.1170 0.2274 -0.0306 -0.3 0.1 0.0
C 4.1118 1.1679 -0.2417 0.3 -0.2 0.0
C 2.7791 0.8042 -0.2408 -0.3 -0.1 0.0
C 2.4208 -0.5221 -0.0271 0.2 -0.1 0.0
C 3.4234 -1.4633 0.1842 -0.4 0.1 0.0
C 4.7560 -1.0998 0.1838 0.2 0.1 0.0
H 5.5015 -1.8606 0.3517 0.1 0.0 0.0
H 3.1368 -2.4895 0.3501 0.0 -0.1 0.0
O 1.1371 -1.0022 -0.0037 -0.1 -0.2 0.0
C 0.0861 -0.0962 -0.2179 -0.2 0.4 -0.1
C -1.1991 -0.8558 -0.1621 0.4 -0.8 0.0
C -1.4583 -2.1950 -0.1693 0.3 0.6 0.0
C -2.8631 -2.3234 -0.1079 -0.5 0.8 0.0
C -3.3672 -1.0514 -0.0690 0.1 -1.3 0.0
C -4.7690 -0.5972 -0.0034 0.3 0.4 0.0
O -5.6950 -1.3867 0.0168 -0.1 -0.2 0.0
N -4.8976 0.7493 0.0305 0.2 0.3 0.0
H -4.0512 1.2935 0.0061 0.0 -0.1 0.0
C -6.1706 1.4553 0.0930 -0.4 -0.2 0.0
C -6.9204 1.0872 1.3724 0.1 0.1 -0.1
H -6.3147 1.3145 2.2469 0.0 0.0 0.1
H -7.1442 0.0245 1.3671 -0.1 -0.1 0.0
H -7.8498 1.6464 1.4338 -0.1 0.1 0.0
C -7.0109 1.1466 -1.1452 0.1 0.1 0.1
H -6.4697 1.4169 -2.0493 0.0 0.0 -0.1
H -7.2347 0.0842 -1.1743 -0.1 -0.1 0.0
H -7.9420 1.7055 -1.1129 -0.1 0.1 0.0
H -5.9288 2.5244 0.1096 0.0 -0.2 0.0
O -2.3463 -0.1505 -0.1009 0.1 0.3 0.0
H -3.4386 -3.2253 -0.0941 -0.2 -0.1 0.0
H -0.7303 -2.9774 -0.2095 0.2 -0.1 0.0
H 0.1848 0.3906 -1.2029 0.0 0.0 0.2
H 0.0766 0.6914 0.5523 0.0 -0.1 -0.1
H 2.0354 1.5672 -0.4078 -0.1 0.0 0.0
H 4.3973 2.1947 -0.4068 0.0 0.1 0.0
H 7.3668 -0.6765 1.1406 0.0 0.0 -0.1
H 7.4502 -0.9829 -0.6165 -0.1 0.0 0.1
H 9.6048 -0.0666 0.2326 0.1 0.0 0.0
H 8.7617 1.3684 0.8395 0.0 0.1 0.1
H 8.8435 1.0664 -0.8966 0.1 0.0 -0.1
```
Positions in Å, forces in eV/Å.

The energy above the lowest of the compared OMol25 structures with the same formula, charge and spin comes out at 51.26 kcal/mol. As for the total charge: 0. The value obtained for the molar mass is 303.358 g mol⁻¹. The orbital gap is 0.3213 hartree. As for the lowest unoccupied orbital energy: 0.628 eV.

Here are the Löwdin charges for atoms 1 to 2, given in e: -0.066 -0.269

ORCA calculation (the ωB97M-V functional and the def2-TZVPD basis) on a 2-piece molecular cluster, CCl2OS2 overall at a distorted geometry.

Geometry as XYZ:
```
6
Properties=species:S:1:pos:R:3:forces:R:3
C 1.2656 0.3363 0.1331 -1.5 -1.4 2.0
O 0.7406 0.2051 -0.8722 0.2 0.7 -2.6
S -0.6983 -1.0851 1.3604 0.2 0.8 -0.6
S -1.4761 -1.0768 -0.4018 -0.3 -0.3 0.4
Cl 2.7176 0.9515 0.6260 1.2 0.6 0.4
Cl -2.5494 0.6690 -0.8455 0.3 -0.3 0.4
```
Positions in Å, forces in eV/Å.

The energy above the lowest of the compared OMol25 structures with the same formula, charge and spin comes out at 0.00 kcal/mol. As for the total charge: 0. The value obtained for the molar mass is 163.050 g mol⁻¹. The orbital gap (alpha / beta) is 0.2616 / 0.2786 hartree. As for the lowest unoccupied orbital energy (alpha / beta): -1.696 / -1.133 eV.

Here are the Löwdin charges for atoms 1 to 2, given in e: -0.869 -0.109

ORCA calculation (the ωB97M-V functional and the def2-TZVPD basis) on a 8-piece molecular cluster, C35H65NO11S overall at a distorted geometry.

Geometry as XYZ:
```
113
Properties=species:S:1:pos:R:3:forces:R:3
N -3.2573 -1.7975 -1.7609 0.0 -0.1 -1.8
C -2.9418 -1.4336 -2.8245 -0.4 0.0 3.0
O -2.4122 -0.7842 -3.7901 0.2 0.8 -1.7
C -1.0751 -1.2006 -3.9931 0.4 -2.1 0.5
O -0.5816 -0.9956 -5.2868 -0.5 0.9 -0.3
C 0.7617 -0.8763 -5.1462 1.3 0.3 0.2
O 1.5545 -0.6414 -5.9971 -0.7 -0.4 0.1
O 1.1072 -1.0622 -3.8274 0.3 0.3 -0.4
C -0.0158 -0.6670 -3.0586 -1.2 0.4 0.7
C -0.0865 0.8019 -2.7244 0.3 0.2 -0.3
C 0.9228 1.2897 -1.6634 -0.1 -0.2 -0.4
C 2.0800 0.3510 -1.3957 0.4 0.0 0.0
S 3.1801 1.1223 -0.1645 0.0 0.1 0.1
H -1.0516 -2.2829 -3.8440 -0.3 -0.2 0.0
H -0.1253 -1.2134 -2.1306 0.6 -0.5 0.1
H 0.0040 1.3667 -3.6460 0.1 0.2 -0.2
H -1.0806 1.0105 -2.3533 -0.4 -0.1 0.1
H 1.3496 2.2144 -2.0240 0.1 0.4 0.0
H 0.3919 1.5209 -0.7527 -0.1 0.0 0.4
H 2.6258 0.2066 -2.3143 0.3 -0.1 -0.3
H 1.7763 -0.6291 -1.0608 -0.2 -0.2 0.3
H 3.7291 0.0153 0.3582 -0.1 0.0 -0.2
C 6.9711 3.3953 3.1101 -0.1 0.1 0.1
C 6.4051 2.1168 3.7186 0.1 -0.1 -0.1
C 4.9721 2.1344 3.2030 -0.1 0.1 0.0
O 5.0062 2.7928 1.9351 0.0 0.0 0.1
C 6.2803 3.4234 1.7565 0.0 -0.2 -0.2
H 8.0568 3.4022 3.0271 0.0 0.0 -0.1
H 6.6675 4.2590 3.7075 0.0 0.0 0.0
H 6.9364 1.2485 3.3202 0.0 0.0 0.0
H 6.4636 2.0819 4.8057 0.0 0.0 0.0
H 4.3145 2.7026 3.8702 0.0 -0.1 0.1
H 4.5556 1.1336 3.0786 0.0 0.0 -0.1
H 6.8434 2.8530 1.0148 0.1 0.1 0.0
H 6.1332 4.4362 1.3772 -0.1 0.0 0.0
C -5.5409 1.1115 0.3273 0.0 0.0 0.2
C -5.7333 2.5521 0.7923 0.0 0.1 -0.2
C -4.2976 2.9892 1.0510 0.1 -0.1 0.1
O -3.4796 2.2600 0.1322 -0.1 0.0 0.0
C -4.2534 1.2161 -0.4725 0.0 0.1 -0.1
H -6.3720 0.7224 -0.2574 0.0 0.0 0.0
H -5.3967 0.4550 1.1854 0.0 -0.1 0.0
H -6.1694 3.1504 -0.0120 0.0 0.0 0.0
H -6.3697 2.6491 1.6709 0.0 0.0 0.0
H -3.9826 2.7346 2.0689 -0.1 0.0 0.0
H -4.1452 4.0588 0.8993 0.1 0.0 0.0
H -4.4536 1.4993 -1.5140 0.0 -0.1 0.0
H -3.6808 0.2909 -0.4681 0.1 0.0 0.0
C -7.5032 -4.0649 1.3108 0.1 0.0 0.1
C -8.4482 -3.1584 2.0939 -0.1 0.0 -0.1
C -7.5367 -1.9934 2.4480 0.1 0.1 0.1
O -6.5803 -1.8884 1.3868 -0.1 -0.1 0.0
C -6.6542 -3.0510 0.5569 0.0 0.1 -0.1
H -8.0116 -4.7651 0.6495 0.0 0.0 0.0
H -6.8794 -4.6386 2.0002 0.0 0.0 0.0
H -9.2599 -2.8166 1.4476 0.0 0.0 0.0
H -8.8886 -3.6323 2.9699 0.0 0.0 0.0
H -6.9931 -2.1832 3.3812 -0.1 0.0 0.0
H -8.0761 -1.0519 2.5470 0.0 0.0 0.0
H -7.1239 -2.7675 -0.3919 0.0 -0.1 0.0
H -5.6462 -3.4104 0.3488 0.0 0.1 0.0
C 11.5603 3.6655 0.3705 0.0 0.0 -0.2
C 10.8000 4.9861 0.2972 0.0 0.0 0.1
C 9.3963 4.5159 -0.0631 0.0 0.0 -0.1
O 9.2395 3.2187 0.5237 0.2 0.1 -0.1
C 10.5096 2.7451 0.9705 0.0 -0.1 0.2
H 12.4719 3.7114 0.9639 0.0 0.0 0.0
H 11.8249 3.3310 -0.6353 0.0 0.0 0.0
H 10.7956 5.4693 1.2770 0.0 0.0 0.0
H 11.2082 5.6896 -0.4265 0.0 0.0 0.0
H 9.2744 4.4204 -1.1471 0.0 0.1 0.0
H 8.6167 5.1785 0.3151 0.0 -0.1 0.0
H 10.5274 2.7851 2.0661 0.1 0.0 0.0
H 10.6311 1.7067 0.6613 0.0 0.0 0.0
C -10.3177 0.6623 6.2353 0.1 0.1 0.0
C -11.0526 1.6660 5.3534 -0.1 -0.1 0.0
C -10.3664 1.4586 4.0109 0.1 0.0 0.0
O -9.9653 0.0856 3.9679 0.0 0.1 0.1
C -10.0959 -0.4928 5.2698 -0.1 -0.1 -0.1
H -10.8724 0.3686 7.1249 0.0 0.0 0.0
H -9.3583 1.0769 6.5529 0.0 0.0 0.0
H -12.1089 1.3969 5.2817 0.0 0.0 0.0
H -10.9872 2.6936 5.7071 0.0 0.0 0.0
H -9.4703 2.0822 3.9218 0.0 0.1 0.0
H -11.0198 1.6692 3.1639 0.0 -0.1 0.0
H -10.9548 -1.1726 5.2597 0.0 0.0 0.1
H -9.1996 -1.0708 5.4990 0.0 0.0 -0.1
C -2.2768 -5.0256 -6.4862 -0.1 -0.1 0.0
C -3.2757 -4.0702 -5.8434 0.1 0.1 0.0
C -3.8524 -4.9250 -4.7254 -0.1 -0.1 0.0
O -2.8118 -5.8181 -4.3203 0.0 0.1 -0.1
C -1.7444 -5.7746 -5.2717 0.0 0.1 0.1
H -1.4922 -4.5279 -7.0541 0.0 0.0 0.0
H -2.7976 -5.7137 -7.1556 0.0 0.0 0.0
H -2.7474 -3.2094 -5.4234 0.0 0.0 0.0
H -4.0355 -3.7003 -6.5297 0.0 0.0 0.0
H -4.7004 -5.5225 -5.0770 0.0 0.1 0.0
H -4.1785 -4.3340 -3.8683 0.0 -0.1 0.1
H -0.9002 -5.2429 -4.8170 0.1 0.0 -0.1
H -1.4264 -6.7908 -5.5045 0.0 0.0 0.1
C 9.4981 -1.5290 -0.4304 0.0 0.0 -0.1
C 8.7724 -0.1892 -0.5028 0.0 0.0 0.1
C 7.3540 -0.6217 -0.8458 0.0 -0.1 -0.1
O 7.1704 -1.9118 -0.2521 0.1 0.0 0.0
C 8.4309 -2.4243 0.1844 -0.1 0.1 0.1
H 10.4162 -1.5026 0.1556 0.0 0.0 0.0
H 9.7462 -1.8743 -1.4368 0.0 0.0 0.0
H 8.7881 0.2983 0.4744 0.0 0.0 0.0
H 9.1923 0.5015 -1.2326 0.0 0.0 0.0
H 7.2189 -0.7187 -1.9284 0.0 0.1 0.0
H 6.5972 0.0645 -0.4638 0.0 0.0 0.0
H 8.4602 -2.3804 1.2790 0.1 0.0 0.0
H 8.5227 -3.4668 -0.1222 -0.1 0.0 0.0
```
Positions in Å, forces in eV/Å.

As for the total charge: 0. The value obtained for the molar mass is 707.968 g mol⁻¹. The orbital gap is 0.3388 hartree. As for the lowest unoccupied orbital energy: 0.569 eV.

Here are the Löwdin charges for atoms 1 to 2, given in e: 0.214 -0.323

ORCA calculation (the ωB97M-V functional and the def2-TZVPD basis) on one molecule with the formula F3HN2O2S at a distorted geometry.

Geometry as XYZ:
```
9
Properties=species:S:1:pos:R:3:forces:R:3
N 1.3450 0.4553 -0.2176 -1.8 0.0 3.7
N -1.3490 0.4315 -0.5200 3.7 -0.6 -1.7
O 0.0598 -1.8358 -0.2054 0.1 0.5 -0.4
O -0.1255 -0.3359 1.7143 0.3 0.7 1.8
F 1.4747 0.1499 -1.4847 1.0 -0.8 -3.2
F -0.9562 1.6674 -0.0383 -1.2 0.7 0.4
F -2.4707 0.0744 0.0478 -1.5 -0.1 1.5
S 0.0311 -0.5191 0.3380 -2.0 -0.7 -1.7
H 1.9907 -0.0877 0.3660 1.3 0.2 -0.5
```
Positions in Å, forces in eV/Å.

The energy above the lowest of the compared OMol25 structures with the same formula, charge and spin comes out at 23.83 kcal/mol. As for the total charge: 0. The value obtained for the molar mass is 150.081 g mol⁻¹. The orbital gap is 0.4267 hartree. As for the lowest unoccupied orbital energy: 0.346 eV.

Here are the Löwdin charges for atoms 1 to 2, given in e: -0.109 -0.139